# 1
This record from OMol25 describes a cluster of 9 separate species, C55H112F12N5O10 in total. The level of theory is ωB97M-V with the def2-TZVPD basis set.

Geometry (Å):
C 10.270 -1.493 -1.958
C 10.334 -0.303 -2.982
C 9.127 0.655 -3.118
C 8.691 1.223 -1.740
N 7.722 2.473 -1.675
C 7.278 2.741 -0.168
C 7.099 4.257 -0.169
C 7.919 4.818 -1.373
C 8.605 3.642 -2.094
C 6.509 2.324 -2.683
C 5.478 1.236 -2.363
C 4.462 0.973 -3.584
H 10.222 -1.139 -0.928
H 11.084 -2.203 -2.106
H 9.496 -2.221 -2.197
H 10.508 -0.701 -3.981
H 11.306 0.185 -2.899
H 8.309 0.087 -3.562
H 9.494 1.360 -3.863
H 9.556 1.373 -1.095
H 8.016 0.509 -1.268
H 6.366 2.230 0.138
H 8.150 2.480 0.431
H 6.045 4.524 -0.241
H 7.600 4.713 0.685
H 7.251 5.325 -2.070
H 8.605 5.571 -0.984
H 8.552 3.729 -3.179
H 9.622 3.520 -1.721
H 6.908 2.111 -3.675
H 5.904 3.231 -2.674
H 4.962 1.393 -1.415
H 6.105 0.346 -2.320
H 4.085 1.868 -4.080
H 3.636 0.316 -3.312
H 5.013 0.347 -4.286
C 1.414 3.409 2.324
C 2.314 2.700 3.300
C 1.636 2.163 4.509
C 2.464 1.079 5.283
N 2.021 0.733 6.769
C 2.778 -0.548 7.192
C 1.855 -1.724 6.989
C 0.443 -1.194 6.619
C 0.512 0.302 6.904
C 2.367 1.973 7.654
C 3.878 2.462 7.632
C 4.007 3.538 8.674
H 1.055 4.347 2.749
H 0.534 2.857 1.994
H 2.009 3.866 1.534
H 3.187 3.324 3.495
H 2.643 1.818 2.751
H 0.823 1.527 4.159
H 1.232 2.998 5.082
H 3.507 1.394 5.265
H 2.503 0.121 4.765
H 2.954 -0.342 8.248
H 3.700 -0.619 6.614
H 1.725 -2.300 7.905
H 2.220 -2.350 6.174
H -0.394 -1.727 7.070
H 0.223 -1.274 5.555
H 0.191 0.498 7.927
H -0.036 0.941 6.213
H 2.192 1.593 8.661
H 1.623 2.752 7.486
H 4.028 2.978 6.684
H 4.550 1.604 7.600
H 4.945 4.092 8.708
H 3.915 3.155 9.691
H 3.245 4.308 8.555
C -7.395 4.818 -1.540
C -7.753 3.701 -2.395
C -6.807 3.560 -3.615
C -5.321 3.108 -3.377
N -4.428 3.168 -4.632
C -4.302 4.690 -5.116
C -2.808 5.027 -5.097
C -2.247 4.069 -4.055
C -3.047 2.772 -4.178
C -5.046 2.178 -5.677
C -4.178 1.872 -6.921
C -5.073 1.366 -8.106
H -6.444 4.593 -1.055
H -8.089 4.865 -0.701
H -7.249 5.795 -2.000
H -8.801 3.812 -2.674
H -7.864 2.814 -1.772
H -6.830 4.483 -4.194
H -7.340 2.839 -4.234
H -5.203 2.093 -2.998
H -4.806 3.725 -2.640
H -4.764 4.810 -6.096
H -4.781 5.325 -4.371
H -2.322 4.845 -6.056
H -2.488 6.043 -4.867
H -1.194 3.970 -4.320
H -2.313 4.525 -3.067
H -2.711 2.043 -4.916
H -3.037 2.234 -3.230
H -5.914 2.676 -6.108
H -5.298 1.283 -5.107
H -3.470 1.114 -6.588
H -3.630 2.695 -7.379
H -5.587 2.190 -8.601
H -5.830 0.690 -7.707
H -4.519 0.925 -8.935
C -0.232 -1.633 -0.462
C -1.086 -1.473 0.814
O -0.560 -1.531 1.866
N -2.584 -1.507 0.487
H -2.927 -0.624 0.838
H -2.712 -1.558 -0.514
C -3.242 -2.679 1.321
H -0.232 -0.688 -1.006
H -0.745 -2.366 -1.085
H 0.788 -1.918 -0.205
H -4.142 -2.848 0.730
H -3.540 -2.203 2.256
H -2.575 -3.538 1.383
C 2.926 -6.175 -3.460
C 3.715 -4.874 -3.708
O 3.121 -3.810 -3.729
N 5.264 -4.942 -3.898
H 5.605 -4.656 -2.992
H 5.559 -5.888 -4.095
C 5.849 -3.979 -4.986
H 2.013 -6.078 -4.046
H 2.528 -6.239 -2.447
H 3.523 -7.017 -3.811
H 6.654 -4.575 -5.415
H 6.304 -3.128 -4.479
H 5.066 -3.648 -5.668
C -4.552 3.641 3.055
O -5.960 3.316 2.905
O -3.901 2.664 2.273
C -4.387 5.102 2.628
F -5.552 5.803 2.686
F -3.661 5.821 3.528
F -3.971 5.259 1.413
C -6.585 2.718 4.070
C -8.066 2.299 3.744
H -8.099 1.628 2.885
H -8.486 1.786 4.609
H -8.618 3.140 3.324
H -6.570 3.332 4.971
H -6.149 1.781 4.417
H -4.138 3.695 4.062
C -8.158 -5.061 2.897
O -8.214 -4.210 1.785
O -6.935 -4.805 3.576
C -9.565 -5.340 3.524
F -9.378 -6.151 4.634
F -10.289 -4.247 3.928
F -10.489 -5.999 2.802
C -8.491 -2.830 1.948
C -8.967 -2.240 0.612
H -9.025 -3.017 -0.150
H -9.933 -1.755 0.752
H -8.299 -1.470 0.226
H -7.671 -2.284 2.414
H -9.345 -2.612 2.590
H -7.957 -6.048 2.482
C -3.887 -3.710 -3.619
O -3.100 -4.811 -3.115
O -3.250 -2.471 -3.265
C -4.304 -3.973 -5.157
F -3.319 -3.681 -6.062
F -4.557 -5.281 -5.468
F -5.414 -3.375 -5.551
C -3.779 -5.854 -2.334
C -2.565 -6.623 -1.926
H -2.851 -7.558 -1.445
H -1.943 -6.871 -2.786
H -1.945 -6.100 -1.198
H -4.435 -6.501 -2.915
H -4.292 -5.413 -1.479
H -4.869 -3.714 -3.145
C 5.484 -3.816 1.512
O 4.229 -4.434 1.280
O 6.105 -3.925 0.244
C 5.534 -2.396 2.334
F 6.761 -1.829 2.279
F 4.743 -1.492 1.692
F 5.165 -2.450 3.566
C 3.425 -4.769 2.379
C 2.117 -5.378 1.995
H 1.555 -4.707 1.345
H 2.285 -6.372 1.580
H 1.603 -5.593 2.932
H 3.111 -3.877 2.922
H 3.961 -5.464 3.026
H 5.845 -4.575 2.206

Summary:
Charge: +1
Multiplicity: 1
E in hartree: -4386.46243

---

# 2
This record from OMol25 describes a cluster of 6 separate species, C55H120BF4N5 in total. The level of theory is ωB97M-V with the def2-TZVPD basis set.

Geometry (Å):
B -5.594 -2.912 -6.477
F -6.156 -2.564 -5.227
F -4.282 -3.293 -6.269
F -6.363 -3.920 -7.114
F -5.731 -1.819 -7.357
C 1.930 4.584 -0.969
C 1.577 3.362 -0.192
C 0.201 2.721 -0.493
C 0.282 1.558 -1.432
N -1.124 0.939 -1.624
C -2.005 0.672 -0.368
C -2.414 -0.822 -0.359
C -2.200 -1.223 -1.815
C -1.009 -0.417 -2.210
C -1.836 1.974 -2.587
C -3.024 1.445 -3.343
C -3.727 2.481 -4.094
H 1.289 5.433 -0.730
H 1.819 4.225 -1.992
H 2.965 4.897 -0.831
H 1.777 3.565 0.860
H 2.387 2.684 -0.462
H -0.321 3.475 -1.082
H -0.302 2.649 0.471
H 0.768 0.854 -0.757
H 0.895 1.752 -2.312
H -2.799 1.417 -0.411
H -1.478 0.892 0.560
H -3.436 -0.914 0.010
H -1.765 -1.476 0.224
H -3.011 -0.929 -2.481
H -2.024 -2.287 -1.971
H -0.810 -0.461 -3.281
H -0.127 -0.906 -1.798
H -1.172 2.423 -3.326
H -2.138 2.774 -1.911
H -3.688 0.807 -2.758
H -2.627 0.718 -4.052
H -3.097 3.334 -4.345
H -4.482 2.844 -3.397
H -4.211 2.075 -4.983
C -1.089 -7.965 -11.926
C -1.850 -7.676 -10.589
C -2.149 -8.905 -9.743
C -0.892 -9.425 -9.019
N -1.127 -10.103 -7.683
C 0.292 -10.127 -6.983
C 0.436 -8.747 -6.304
C -1.051 -8.261 -6.051
C -1.978 -9.404 -6.593
C -1.443 -11.601 -7.868
C -2.784 -11.910 -8.639
C -3.340 -13.154 -8.111
H -0.447 -7.205 -12.370
H -1.961 -8.116 -12.562
H -0.501 -8.883 -11.902
H -2.686 -7.014 -10.817
H -1.461 -6.937 -9.890
H -2.552 -9.631 -10.450
H -2.952 -8.815 -9.012
H -0.265 -8.573 -8.758
H -0.211 -10.063 -9.584
H 0.172 -10.861 -6.186
H 1.066 -10.499 -7.654
H 1.007 -8.781 -5.375
H 0.924 -8.086 -7.020
H -1.312 -8.226 -4.993
H -1.166 -7.266 -6.481
H -2.293 -10.111 -5.825
H -2.931 -9.078 -7.010
H -1.417 -12.072 -6.885
H -0.523 -12.087 -8.194
H -2.670 -11.982 -9.720
H -3.424 -11.038 -8.504
H -2.797 -14.077 -8.312
H -4.359 -13.435 -8.377
H -3.220 -13.126 -7.028
C -8.466 -0.825 0.572
C -9.723 -1.827 0.832
C -9.312 -3.233 0.784
C -9.173 -3.783 -0.695
N -9.085 -5.276 -0.860
C -7.694 -5.746 -0.694
C -7.558 -7.127 -1.431
C -8.565 -7.010 -2.633
C -9.322 -5.736 -2.313
C -10.121 -6.014 0.054
C -11.674 -5.527 -0.040
C -12.557 -6.191 0.991
H -8.251 -0.952 -0.489
H -7.599 -0.967 1.218
H -8.790 0.212 0.653
H -10.557 -1.595 0.170
H -10.289 -1.679 1.752
H -10.150 -3.656 1.339
H -8.404 -3.483 1.333
H -8.280 -3.366 -1.160
H -10.058 -3.323 -1.133
H -7.407 -5.707 0.357
H -7.266 -4.921 -1.263
H -7.713 -7.993 -0.788
H -6.526 -7.073 -1.778
H -9.149 -7.916 -2.475
H -8.118 -6.851 -3.615
H -10.386 -5.784 -2.545
H -8.945 -4.893 -2.892
H -9.760 -5.971 1.082
H -10.142 -7.062 -0.245
H -12.179 -5.560 -1.005
H -11.786 -4.447 0.050
H -12.546 -7.281 0.988
H -13.610 -5.927 0.891
H -12.186 -6.052 2.007
C -16.644 5.619 -8.520
C -15.557 5.406 -7.579
C -14.201 5.604 -8.189
C -13.157 5.017 -7.254
N -11.642 5.124 -7.610
C -10.795 4.660 -6.396
C -10.732 3.106 -6.447
C -11.192 2.651 -7.782
C -11.119 3.994 -8.591
C -11.348 6.609 -8.072
C -11.379 7.685 -6.873
C -11.110 9.119 -7.337
H -16.555 6.537 -9.103
H -17.591 5.614 -7.982
H -16.683 4.735 -9.156
H -15.719 4.365 -7.297
H -15.714 5.987 -6.670
H -14.029 6.664 -8.378
H -14.166 5.287 -9.232
H -13.455 4.036 -6.884
H -13.159 5.588 -6.325
H -9.806 5.115 -6.460
H -11.158 5.125 -5.480
H -9.814 2.694 -6.028
H -11.509 2.729 -5.782
H -10.420 1.994 -8.183
H -12.221 2.296 -7.843
H -10.085 4.268 -8.798
H -11.611 4.109 -9.557
H -11.839 6.961 -8.979
H -10.329 6.501 -8.446
H -10.728 7.345 -6.068
H -12.385 7.773 -6.462
H -11.774 9.405 -8.154
H -10.109 9.089 -7.768
H -11.137 9.734 -6.437
C -14.144 -1.724 -12.383
C -12.761 -1.035 -12.505
C -11.789 -1.788 -13.435
C -11.670 -3.294 -13.004
N -10.365 -4.061 -13.409
C -10.338 -5.525 -12.807
C -8.823 -5.901 -12.876
C -8.174 -4.545 -12.736
C -9.181 -3.462 -12.632
C -10.055 -3.949 -14.906
C -10.951 -4.752 -15.876
C -10.496 -4.617 -17.327
H -14.100 -2.332 -11.480
H -14.420 -2.432 -13.165
H -15.000 -1.098 -12.134
H -12.324 -0.744 -11.550
H -12.986 -0.058 -12.932
H -10.869 -1.204 -13.476
H -12.340 -1.824 -14.375
H -12.502 -3.881 -13.393
H -11.654 -3.161 -11.922
H -11.017 -6.106 -13.431
H -10.726 -5.498 -11.788
H -8.617 -6.315 -13.863
H -8.503 -6.627 -12.130
H -7.433 -4.375 -13.518
H -7.637 -4.487 -11.789
H -8.935 -2.512 -13.105
H -9.496 -3.346 -11.595
H -9.070 -4.390 -15.060
H -9.981 -2.891 -15.156
H -11.979 -4.401 -15.963
H -11.084 -5.743 -15.441
H -11.196 -5.162 -17.961
H -9.507 -5.068 -17.402
H -10.354 -3.608 -17.713

Summary:
Charge: +4
Multiplicity: 1
ΔE to the lowest compared entry with this formula, charge and spin in kJ/mol: 187.6